Molecular formula: C13H14Cl2F7N5O5
Method: DFT, wB97M-V/def2-TZVPD

Computed properties:
- Spin multiplicity: 1
- Structure (SMILES): C[C@]1(CC(N)(N)N)[C@@](N=C=O)(C(=O)[O-])O[C@H](CC(=O)Cl)[N@+]1(Cl)C(F)(F)C(F)(F)C(F)(F)F
- Strongest force on any atom: 2.01 eV Å⁻¹
- Orbital gap: 6.579 eV
- Calculated total energy: -75459.196 eV
- LUMO: -2.11 eV

Last column: Mulliken charge in e.
CARTESIAN COORDINATES (ANGSTROEM)
C1 0.60 -0.72 1.71  -2.793
C2 0.15 0.26 0.63  2.048
C3 1.37 1.12 0.26  -3.224
C4 2.79 0.49 0.02  1.535
N1 3.47 1.42 -0.88  -0.606
N2 2.89 -0.88 -0.51  -0.616
N3 3.56 0.52 1.27  -0.850
C5 -1.01 1.12 1.33  1.817
N4 -1.62 0.42 2.43  -0.677
C6 -2.81 0.19 2.50  0.629
O1 -3.93 -0.06 2.57  -0.469
C7 -0.54 2.59 1.71  0.319
O2 -0.37 2.80 2.91  -0.714
O3 -0.39 3.28 0.68  -0.636
O4 -2.08 1.30 0.36  -0.531
C8 -1.51 1.08 -0.87  -0.256
C9 -2.53 1.12 -1.99  -0.607
C10 -2.42 2.37 -2.85  0.466
O5 -3.30 3.13 -3.04  -0.424
Cl1 -0.84 2.63 -3.64  -0.173
N5 -0.65 -0.22 -0.64  0.297
Cl2 0.33 -0.27 -2.12  0.108
C11 -1.55 -1.48 -0.63  0.672
F1 -1.72 -1.85 -1.90  -0.263
F2 -2.74 -1.09 -0.17  -0.261
C12 -1.20 -2.82 0.13  0.577
F3 -1.38 -2.72 1.45  -0.236
F4 -2.18 -3.64 -0.32  -0.299
C13 0.14 -3.56 -0.20  0.674
F5 1.11 -3.19 0.64  -0.222
F6 -0.04 -4.86 -0.06  -0.256
F7 0.51 -3.30 -1.45  -0.238
H1 1.50 -1.28 1.47  0.506
H2 -0.15 -1.41 2.07  0.683
H3 0.85 -0.08 2.56  0.548
H4 1.15 1.77 -0.59  0.123
H5 1.52 1.82 1.08  0.954
H6 3.41 1.16 -1.86  0.259
H7 4.43 1.53 -0.58  0.303
H8 2.96 -0.89 -1.52  0.278
H9 2.10 -1.47 -0.27  0.083
H10 2.98 0.75 2.07  0.268
H11 3.92 -0.41 1.44  0.321
H12 -0.78 1.90 -0.99  0.197
H13 -2.50 0.27 -2.67  0.327
H14 -3.52 1.18 -1.55  0.356

Molecular formula: C13H14Cl2FeN3O2SSi
Method: DFT, wB97M-V/def2-TZVPD

Computed properties:
- Total charge: -1
- Expectation value of S²: 6.015
- Spin multiplicity: 5
- Strongest force on any atom: 1.90 eV Å⁻¹
- Orbital gap (spin up / spin down): 7.765 / 7.799 eV
- Calculated total energy: -100424.854 eV
- LUMO (spin up / spin down): 2.44 / 2.44 eV

Last column: Mulliken charge in e.
CARTESIAN COORDINATES (ANGSTROEM)
Fe1 -0.45 -1.02 0.08  1.048
Cl1 -0.50 -1.00 2.44  -0.165
C1 -0.52 0.68 2.92  0.807
C2 -0.47 0.95 4.27  -0.805
C3 -0.47 2.27 4.70  -0.291
C4 -0.53 3.29 3.76  -0.707
C5 -0.59 2.99 2.41  0.417
Cl2 -0.67 4.31 1.30  -0.219
C6 -0.58 1.67 1.92  -0.164
S1 -0.65 1.34 0.22  -0.212
H1 -0.42 0.14 4.98  0.406
H2 -0.43 2.50 5.75  0.348
H3 -0.53 4.33 4.07  0.384
C7 2.41 0.37 -2.31  -0.973
Si1 2.69 -1.15 -1.21  0.259
C8 3.32 -2.55 -2.31  -1.041
C9 4.05 -0.75 0.05  -1.002
O1 1.34 -1.55 -0.46  -0.733
H4 3.29 0.64 -2.90  0.360
H5 2.14 1.24 -1.70  0.242
H6 1.58 0.18 -2.99  0.257
H7 4.24 -2.28 -2.84  0.304
H8 2.57 -2.82 -3.05  0.277
H9 3.54 -3.44 -1.71  0.274
H10 5.01 -0.51 -0.43  0.312
H11 4.21 -1.61 0.71  0.286
H12 3.76 0.09 0.68  0.268
N1 -3.94 -0.07 -0.34  -0.416
C10 -3.26 -0.97 -1.12  0.857
O2 -2.29 -1.61 -0.60  -0.993
C11 -3.71 -1.19 -2.43  0.243
C12 -3.13 -2.17 -3.26  0.104
N2 -2.67 -2.98 -3.95  -0.606
C13 -4.77 -0.42 -2.95  -0.034
N3 -5.63 0.26 -3.34  -0.561
H13 -3.42 0.28 0.45  0.241
H14 -4.55 0.58 -0.80  0.228

- Which of these has the highest strongest force on any atom?
  C13H14Cl2F7N5O5